[1]
# C39H48N3P3SW

C39H48N3P3SW as an isolated structure (ωB97M-V with the def2-TZVPD basis set, the Open Molecules 2025 dataset).

Element x y z (Å)
1 W 0.158 0.345 -0.382
2 N 1.738 1.167 -1.711
3 C 3.083 0.997 -1.083
4 C 2.990 1.533 0.329
5 N 1.844 0.875 1.013
6 C 2.207 -0.266 1.891
7 C 0.924 -0.997 2.326
8 N -0.279 -0.387 1.678
9 H 1.717 0.731 -2.633
10 H 1.582 2.161 -1.880
11 H 3.850 1.511 -1.660
12 H 3.317 -0.069 -1.063
13 H 2.790 2.607 0.309
14 H 3.919 1.379 0.877
15 H 1.408 1.589 1.606
16 H 2.757 0.106 2.756
17 H 2.860 -0.943 1.339
18 H 0.803 -0.982 3.408
19 H 0.971 -2.036 2.015
20 H -0.558 0.456 2.190
21 H -1.082 -1.011 1.775
22 C -0.457 -3.101 -0.768
23 C -1.642 -2.542 -1.549
24 P -2.061 -0.845 -1.036
25 C -3.057 -0.937 0.469
26 C -3.256 0.254 1.179
27 C -4.044 0.264 2.318
28 C -4.627 -0.917 2.767
29 C -4.423 -2.102 2.075
30 C -3.642 -2.116 0.925
31 C -3.103 -0.219 -2.365
32 C -2.606 -0.253 -3.670
33 C -3.368 0.242 -4.713
34 C -4.623 0.786 -4.461
35 C -5.116 0.827 -3.164
36 C -4.360 0.327 -2.112
37 P 1.054 -2.100 -1.075
38 C 1.422 -2.294 -2.850
39 C 2.371 -1.481 -3.476
40 C 2.707 -1.671 -4.807
41 C 2.100 -2.682 -5.539
42 C 1.177 -3.515 -4.922
43 C 0.844 -3.328 -3.589
44 C 2.392 -3.000 -0.234
45 C 3.715 -2.771 -0.620
46 C 4.755 -3.423 0.023
47 C 4.487 -4.314 1.055
48 C 3.175 -4.564 1.430
49 C 2.129 -3.911 0.790
50 H -0.271 -4.147 -1.013
51 H -0.660 -3.069 0.306
52 H -2.525 -3.177 -1.472
53 H -1.412 -2.476 -2.612
54 H -2.808 1.178 0.823
55 H -4.216 1.190 2.852
56 H -5.245 -0.910 3.655
57 H -4.882 -3.018 2.422
58 H -3.515 -3.050 0.394
59 H -1.622 -0.665 -3.883
60 H -2.989 0.199 -5.726
61 H -5.219 1.169 -5.278
62 H -6.098 1.238 -2.970
63 H -4.766 0.346 -1.110
64 H 2.927 -0.732 -2.919
65 H 3.456 -1.040 -5.267
66 H 2.361 -2.832 -6.578
67 H 0.720 -4.324 -5.475
68 H 0.143 -4.017 -3.140
69 H 3.944 -2.123 -1.458
70 H 5.774 -3.252 -0.295
71 H 5.299 -4.830 1.550
72 H 2.960 -5.283 2.209
73 H 1.115 -4.153 1.083
74 S -1.672 2.796 -2.174
75 C -0.924 1.796 -1.295
76 C -2.084 3.874 1.646
77 P -0.320 3.388 1.585
78 C 0.422 4.707 0.543
79 C 0.281 3.788 3.254
80 C 0.442 5.102 3.697
81 C 0.885 5.354 4.985
82 C 1.170 4.301 5.846
83 C 1.012 2.991 5.419
84 C 0.573 2.741 4.127
85 H -2.180 4.927 1.913
86 H -2.598 3.281 2.403
87 H -2.566 3.713 0.680
88 H -0.139 5.639 0.615
89 H 0.440 4.414 -0.508
90 H 1.444 4.901 0.871
91 H 0.218 5.935 3.041
92 H 1.004 6.375 5.322
93 H 1.514 4.504 6.852
94 H 1.228 2.171 6.091
95 H 0.440 1.707 3.808

* frontier orbital gap (alpha / beta): 7.06 / 5.91 eV
* strongest force on any atom: 0.6 eV Å⁻¹
* spin multiplicity: 4
* E_HOMO (alpha / beta): -15.411 / -15.892 eV
* total charge: +3

=====

[2]
# C39H49BBrKN9OS2Sb

C39H49BBrKN9OS2Sb as an isolated structure (ωB97M-V with the def2-TZVPD basis set, the Open Molecules 2025 dataset).

Element x y z (Å)
1 K -0.195 -0.695 -0.801
2 C -3.543 -2.187 -2.010
3 C -3.044 -1.812 -0.757
4 N -2.881 -0.496 -0.678
5 N -3.268 0.001 -1.865
6 C -3.660 -0.994 -2.686
7 B -3.115 1.454 -2.397
8 N -2.942 2.496 -1.281
9 C -3.958 3.157 -0.689
10 C -3.420 4.052 0.210
11 C -2.033 3.856 0.083
12 N -1.760 2.920 -0.812
13 N -1.920 1.434 -3.364
14 C -1.951 1.745 -4.676
15 C -0.725 1.423 -5.221
16 C 0.000 0.902 -4.136
17 N -0.728 0.915 -3.030
18 H -3.760 -3.176 -2.375
19 H -2.786 -2.453 0.072
20 H -3.980 -0.785 -3.694
21 H -4.111 1.744 -3.020
22 H -4.984 2.965 -0.959
23 H -3.948 4.731 0.860
24 H -1.234 4.370 0.593
25 H -2.834 2.166 -5.129
26 H -0.407 1.536 -6.244
27 H 1.009 0.518 -4.124
28 C 3.855 -3.458 -1.777
29 C 2.545 -2.697 -1.776
30 N 2.052 -2.282 -0.663
31 N 2.736 -2.689 0.451
32 C 2.938 -1.885 1.425
33 S 2.577 -0.229 1.626
34 S 3.704 -2.779 2.835
35 C 5.182 -1.732 3.136
36 C 6.244 -1.982 2.106
37 C 6.263 -1.260 0.913
38 C 7.220 -1.525 -0.056
39 C 8.180 -2.505 0.153
40 C 8.162 -3.238 1.332
41 C 7.201 -2.977 2.297
42 C 1.835 -2.488 -3.040
43 C 2.553 -2.363 -4.233
44 C 1.940 -2.247 -5.468
45 C 0.541 -2.258 -5.525
46 C -0.202 -2.357 -4.377
47 C 0.387 -2.467 -3.073
48 O -0.335 -2.575 -2.042
49 H 4.674 -2.820 -1.439
50 H 4.090 -3.876 -2.753
51 H 3.772 -4.265 -1.045
52 H 5.521 -1.996 4.138
53 H 4.817 -0.706 3.106
54 H 5.513 -0.496 0.746
55 H 7.212 -0.965 -0.983
56 H 8.937 -2.699 -0.597
57 H 8.896 -4.019 1.494
58 H 7.183 -3.552 3.216
59 H 3.637 -2.323 -4.190
60 H 2.535 -2.147 -6.368
61 H 0.045 -2.180 -6.488
62 H -1.286 -2.337 -4.411
63 Br 2.183 5.389 4.717
64 C 1.432 4.114 3.505
65 C 2.181 3.658 2.440
66 C 1.582 2.729 1.593
67 N 0.348 2.278 1.767
68 C -0.352 2.749 2.788
69 C 0.138 3.674 3.702
70 H 3.191 4.001 2.270
71 H 2.125 2.326 0.747
72 H -1.369 2.380 2.875
73 H -0.467 4.037 4.520
74 C -4.696 -2.920 2.697
75 C -3.573 -2.470 3.626
76 C -2.617 -3.630 3.891
77 Sb -2.449 -0.770 2.727
78 C -4.081 0.720 2.978
79 C -4.925 0.738 1.707
80 C -4.972 0.547 4.202
81 C -1.316 -0.297 4.588
82 C -1.971 -0.669 5.914
83 C 0.062 -0.944 4.444
84 H -5.224 -3.785 3.119
85 H -4.306 -3.216 1.721
86 H -5.429 -2.129 2.532
87 H -4.006 -2.132 4.572
88 H -2.131 -3.947 2.964
89 H -3.159 -4.492 4.298
90 H -1.833 -3.362 4.600
91 H -3.555 1.678 3.053
92 H -5.493 -0.190 1.603
93 H -4.302 0.846 0.825
94 H -5.640 1.569 1.731
95 H -5.467 -0.426 4.190
96 H -5.752 1.318 4.202
97 H -4.415 0.635 5.135
98 H -1.182 0.787 4.566
99 H -2.243 -1.725 5.953
100 H -2.873 -0.082 6.097
101 H -1.275 -0.478 6.740
102 H -0.009 -2.032 4.371
103 H 0.696 -0.708 5.306
104 H 0.581 -0.590 3.551

* frontier orbital gap: 5.14 eV
* strongest force on any atom: 2.0 eV Å⁻¹
* E_HOMO: -1.599 eV
* total charge: -2

=====

[3]
# C39H49F5InNO3PS

C39H49F5InNO3PS as an isolated structure (ωB97M-V with the def2-TZVPD basis set, the Open Molecules 2025 dataset).

Element x y z (Å)
1 C 5.469 -0.541 2.089
2 C 5.301 -0.786 0.580
3 C 3.857 -0.773 0.105
4 O 3.460 0.552 -0.133
5 C 2.141 0.622 -0.711
6 In 0.612 0.037 0.769
7 C 1.324 0.419 2.814
8 C 2.164 1.688 2.943
9 N 1.627 2.850 2.214
10 O -1.166 1.062 0.540
11 C -2.003 1.074 1.644
12 C -3.298 0.313 1.406
13 C -4.319 0.563 2.523
14 O -2.917 -1.063 1.326
15 P 0.193 -2.508 0.465
16 S -0.759 -3.140 -1.180
17 H 5.910 -1.404 2.589
18 H 6.109 0.318 2.297
19 H 4.504 -0.343 2.560
20 H 5.827 -0.017 0.009
21 H 5.738 -1.752 0.316
22 H 3.205 -1.230 0.869
23 H 3.734 -1.376 -0.809
24 H 2.124 0.013 -1.625
25 H 2.018 1.666 -1.009
26 H 1.942 -0.441 3.100
27 H 0.496 0.428 3.528
28 H 2.262 1.965 4.001
29 H 3.173 1.482 2.577
30 H 0.750 2.633 1.753
31 H 2.281 3.187 1.523
32 H -1.562 0.594 2.540
33 H -2.260 2.105 1.947
34 H -3.702 0.623 0.437
35 H -5.203 1.095 2.168
36 H -4.648 -0.386 2.953
37 H -3.884 1.152 3.337
38 H -3.695 -1.603 1.184
39 H 1.453 -3.149 0.542
40 H -0.356 -3.084 1.633
41 F 3.157 7.673 -3.279
42 C 2.638 6.688 -2.507
43 C 3.496 5.928 -1.739
44 C 2.954 4.922 -0.951
45 C 1.585 4.694 -0.942
46 C 0.750 5.474 -1.729
47 C 1.273 6.486 -2.523
48 H 4.559 6.124 -1.767
49 H 3.608 4.309 -0.344
50 H 1.172 3.908 -0.324
51 H -0.317 5.290 -1.729
52 H 0.645 7.109 -3.146
53 F -5.051 -0.654 -1.263
54 C -4.574 -0.299 -2.482
55 C -5.457 0.283 -3.371
56 C -4.984 0.655 -4.621
57 C -3.656 0.434 -4.959
58 C -2.800 -0.163 -4.042
59 C -3.250 -0.539 -2.784
60 H -6.489 0.434 -3.084
61 H -5.660 1.114 -5.332
62 H -3.289 0.724 -5.935
63 H -1.765 -0.345 -4.298
64 H -2.586 -1.000 -2.060
65 F -10.787 -2.095 -3.055
66 C -9.574 -2.678 -3.205
67 C -8.518 -2.219 -2.444
68 C -7.279 -2.824 -2.606
69 C -7.116 -3.861 -3.515
70 C -8.199 -4.299 -4.265
71 C -9.447 -3.708 -4.116
72 H -8.669 -1.407 -1.746
73 H -6.439 -2.478 -2.021
74 H -6.145 -4.321 -3.637
75 H -8.075 -5.106 -4.976
76 H -10.307 -4.029 -4.687
77 F 0.751 0.369 6.272
78 C -0.352 -0.263 6.709
79 C -1.532 -0.119 6.005
80 C -2.656 -0.787 6.470
81 C -2.594 -1.573 7.612
82 C -1.393 -1.696 8.298
83 C -0.257 -1.039 7.848
84 H -1.563 0.486 5.108
85 H -3.587 -0.692 5.924
86 H -3.476 -2.092 7.963
87 H -1.336 -2.310 9.188
88 H 0.693 -1.122 8.359
89 F 8.547 -2.459 -0.395
90 C 8.604 -2.153 -1.709
91 C 7.454 -1.729 -2.344
92 C 7.530 -1.420 -3.695
93 C 8.731 -1.536 -4.381
94 C 9.869 -1.965 -3.712
95 C 9.815 -2.279 -2.361
96 H 6.530 -1.644 -1.791
97 H 6.639 -1.084 -4.209
98 H 8.780 -1.293 -5.434
99 H 10.809 -2.058 -4.242
100 H 10.685 -2.614 -1.814

* frontier orbital gap: 6.85 eV
* strongest force on any atom: 0.3 eV Å⁻¹
* E_HOMO: -4.490 eV
* total charge: -1